47
Properties=species:S:1:pos:R:3:forces:R:3:mulliken_charge:R:1 method="wB97M-V/def2-TZVPD" charge=+2 lumo_ev=-7.289 homo_lumo_gap_ev=7.765 energy_ev=-59029.6543 e_homo_ev=-15.0535
C 0.2349 -0.0354 -4.9557 -1.254 2.814 0.456 -0.82
C 0.4157 0.5032 -3.4925 6.607 -3.253 4.827 0.65
H 1.1625 -0.0579 -5.6049 -0.936 0.258 1.288 0.33
H -0.5199 0.7759 -5.3436 1.146 -1.985 0.010 0.30
H -0.2293 -1.0350 -4.8519 0.056 0.696 -0.138 0.27
O 1.4964 0.5546 -2.7714 -5.385 0.860 -4.877 -0.45
Cl -0.9524 0.1455 -2.2277 -0.313 0.450 -1.555 -0.20
In -0.0240 -0.1451 1.3367 -1.614 0.290 -1.658 0.61
P -0.2447 2.5306 0.3240 1.026 1.047 0.327 0.79
C 1.3465 3.3918 0.7624 0.003 -0.471 0.123 -1.27
C -0.5307 3.3150 -1.2883 -0.205 -0.381 -0.922 -1.24
H -0.7323 4.3935 -1.1575 0.172 -0.499 0.203 0.44
H -1.3474 4.5186 1.2407 0.121 -0.564 -0.092 0.42
H -1.3965 2.8610 -1.7916 0.297 0.224 0.114 0.36
H -2.4765 3.1305 1.0954 0.524 0.125 0.075 0.38
H 2.1645 3.0254 0.1136 -0.369 0.189 0.282 0.35
H 0.3594 3.1977 -1.9284 -0.369 -0.024 0.216 0.32
C -1.4379 3.4217 1.3480 -0.729 -0.228 0.895 -1.22
H 1.2283 4.4788 0.5977 0.012 -0.532 0.128 0.41
H -1.2739 3.1585 2.4099 -0.137 0.168 -0.405 0.35
H 1.6101 3.2020 1.8193 -0.068 0.190 -0.438 0.38
P -0.0397 -2.6254 0.1615 0.608 -0.769 -0.299 0.69
C 1.5161 -3.4782 0.6807 -0.030 0.225 0.178 -1.28
C -1.3239 -3.5971 0.9852 -0.634 -0.319 0.875 -1.20
H -1.0558 -2.7132 -2.0632 0.407 -0.175 0.153 0.35
H -0.2826 -4.2681 -1.6266 0.144 0.501 0.236 0.46
H 0.7418 -2.8679 -2.1280 -0.468 -0.116 0.164 0.35
C -0.1729 -3.1681 -1.5855 -0.056 0.506 -0.329 -1.16
H -2.3679 -3.3235 0.7088 0.823 -0.031 0.048 0.37
H -1.1752 -4.6770 0.7637 -0.027 0.690 0.025 0.42
H 1.4226 -4.5483 0.4334 0.002 0.365 0.186 0.43
H 1.6629 -3.3570 1.7674 -0.028 -0.184 -0.372 0.37
H -1.2238 -3.4693 2.0852 -0.125 -0.064 -0.598 0.35
H 2.4092 -3.0924 0.1604 -0.438 -0.026 0.122 0.38
C 2.3096 0.0721 1.0077 3.527 0.594 -0.054 0.12
O 3.4255 0.2513 0.8706 -3.184 -0.543 0.244 -0.05
F -3.1744 -0.6637 6.7300 1.034 0.473 -2.613 -0.27
C -2.5860 -0.4763 5.4781 -0.091 -0.408 0.128 0.20
C -1.1948 -0.4859 5.3583 0.978 -0.209 1.559 -0.57
C -0.5600 -0.3449 4.1161 -1.553 -0.211 1.125 -0.51
C -1.3778 -0.2456 2.9847 2.394 0.279 -0.488 0.47
C -2.7479 -0.2286 3.0465 -0.404 -0.098 1.138 -0.42
C -3.3495 -0.3503 4.2970 -0.041 -0.157 1.307 -0.41
H -0.5439 -0.6398 6.2627 -0.953 0.277 -0.887 0.36
H 0.5303 -0.3329 4.1096 -0.243 -0.051 -0.105 0.41
H -3.4160 -0.1231 2.2192 -0.024 -0.002 -0.610 0.53
H -4.4235 -0.3804 4.3763 -0.201 0.076 0.008 0.45